128
Properties=species:S:1:pos:R:3:forces:R:3 method="wB97M-V/def2-TZVPD" e_tot_ha=-7205.848431 max_force_ev_per_a=20.0 e_lumo_ev=-1.0 total_charge=-2 homo_lumo_gap_ev=1.9963
C -2.13123 2.39584 1.65897 0.90 -0.47 -0.59
C -2.11456 1.53354 0.33309 -0.84 0.78 -0.18
C -3.57310 1.23525 -0.23338 1.27 0.02 0.11
C -3.39615 0.83015 -1.74036 -0.63 -0.34 -0.17
C -4.51071 -0.12285 -2.31399 -0.51 0.22 0.41
C -4.89301 -1.34501 -1.38318 0.40 0.65 -0.49
C -3.66113 -2.13370 -0.78769 -1.13 -1.06 -0.04
C -3.97979 -2.62897 0.69272 0.41 0.83 -0.12
C -3.16599 -1.87972 1.82837 0.29 -0.79 0.67
C -1.94596 -2.74201 2.36622 -0.36 -0.32 -1.61
C -0.69809 -2.36874 1.48501 0.63 0.53 0.97
C 0.28408 -1.32387 2.18538 0.42 -1.43 -0.03
C 1.61921 -1.33575 1.34898 -0.13 0.66 -1.08
C 2.27113 0.09425 1.13690 -0.49 0.15 0.51
Si 4.14540 0.06664 0.82346 0.83 0.33 2.03
Cl 4.82210 1.77369 -0.28908 -0.42 -1.14 0.31
Cl 5.04759 0.28285 2.75058 -0.01 -0.28 -2.62
O 4.73492 -1.41654 0.18943 -1.30 1.52 -2.03
Si 4.10529 -1.78944 -1.35074 -1.23 -0.21 4.09
C 3.00020 -3.35736 -1.11176 0.23 0.00 -1.33
C 3.27745 -4.54965 -2.15266 -2.30 -0.11 1.54
C 1.85753 -5.16119 -2.51470 0.22 0.06 0.03
C 3.04247 -0.42592 -2.16124 0.17 -0.57 -2.14
C 2.45838 -1.02551 -3.55920 0.59 0.42 0.66
C 3.27065 -0.55041 -4.82845 -1.15 0.30 -0.55
C 2.81584 0.85190 -5.38560 -0.11 -0.42 -0.24
C 1.28538 0.95153 -5.74684 0.15 1.01 -0.39
C 0.94177 0.74351 -7.27977 -1.09 0.04 0.89
C 0.19865 -0.63892 -7.43469 0.42 0.37 -0.39
C -1.33557 -0.59566 -7.08110 2.59 -0.95 -1.48
O -1.71790 0.47137 -6.14751 3.88 -0.90 1.26
C -2.18700 -0.05084 -4.85675 4.75 1.56 6.33
H -1.23558 2.09289 2.25942 -0.90 0.36 -0.18
H -1.97618 3.47184 1.39343 -0.43 -0.85 0.36
H -3.06384 2.25278 2.25227 0.75 0.11 -0.42
H -1.60431 2.13434 -0.46395 -0.21 -0.48 0.64
H -1.52284 0.58601 0.44381 -0.65 0.69 -0.01
H -4.20178 2.15247 -0.12610 0.47 -0.67 -0.21
H -4.03047 0.44681 0.40987 0.23 0.46 -0.68
H -3.39187 1.76445 -2.36315 0.10 -0.74 0.49
H -2.40138 0.32630 -1.86956 -0.67 0.42 0.22
H -5.44474 0.48313 -2.44797 0.77 -0.46 -0.07
H -4.22329 -0.46700 -3.34974 -0.23 0.10 0.92
H -5.53447 -2.05044 -1.97639 0.48 0.59 0.56
H -5.55596 -0.92789 -0.57696 0.77 -0.48 -0.59
H -2.68676 -1.60358 -0.88690 -0.82 -0.16 0.32
H -3.56787 -3.07442 -1.40372 0.13 0.92 0.41
H -5.06520 -2.43676 0.90324 0.86 -0.40 -0.38
H -3.79120 -3.72740 0.72556 -0.19 0.81 0.28
H -3.84993 -1.68240 2.68987 0.44 0.13 -0.76
H -2.72104 -0.92519 1.44207 -0.77 -0.67 0.47
H -1.78165 -2.67805 3.46504 0.04 0.27 -0.84
H -2.18608 -3.81846 2.14239 0.22 0.89 0.45
H -0.08410 -3.27567 1.23300 -0.65 0.85 0.21
H -1.05101 -1.86467 0.54133 0.31 -0.68 0.62
H 0.54118 -1.71076 3.20924 -0.38 0.48 -0.84
H -0.16981 -0.31209 2.30837 0.38 -0.65 -0.27
H 1.34038 -1.71445 0.32124 0.33 0.25 0.89
H 2.37714 -2.05885 1.74019 -0.78 0.53 -0.03
H 2.13845 0.64857 2.11187 0.49 -0.35 -0.88
H 1.71137 0.71787 0.38277 0.49 -0.67 0.62
H 5.23187 -2.21070 -2.22206 0.38 0.21 -0.19
H 3.13197 -3.69256 -0.05335 -0.16 0.09 -0.78
H 1.91510 -3.08762 -1.24150 1.03 -0.08 0.36
H 3.86953 -5.35412 -1.66157 0.13 0.76 -0.79
H 3.72591 -4.15024 -3.12259 -0.40 -2.40 1.58
H 1.37612 -5.59272 -1.59637 0.66 0.45 -0.65
H 1.15952 -4.34851 -2.85886 0.65 -0.72 0.08
H 1.92660 -5.96704 -3.28355 -0.07 0.64 0.48
H 2.14687 -0.12756 -1.57456 1.01 -0.09 -0.03
H 3.69128 0.43397 -2.47137 -0.83 -0.43 0.62
H 2.48188 -2.19732 -3.56120 -1.33 1.58 0.39
H 1.37579 -0.75719 -3.60204 0.90 -0.43 -0.33
H 3.09742 -1.32051 -5.63777 0.23 0.74 0.56
H 4.37999 -0.51452 -4.66549 -0.79 0.05 0.06
H 3.39095 1.01565 -6.33714 -0.37 -0.02 0.96
H 3.10791 1.65743 -4.67309 -0.25 -0.62 -0.44
H 0.95877 1.99101 -5.47109 0.24 -1.00 -0.15
H 0.62429 0.26016 -5.17484 0.73 0.53 -0.21
H 0.20295 1.54699 -7.54284 0.78 -0.65 -0.03
H 1.83127 0.86312 -7.94220 -0.68 -0.34 0.52
H 0.72239 -1.38496 -6.78143 -0.51 0.49 -0.62
H 0.27687 -0.98086 -8.50283 -0.14 0.09 1.02
H -1.62221 -1.66652 -6.70696 0.86 1.85 -0.47
H -1.93795 -0.43397 -8.06117 1.33 -0.06 1.45
H -2.74766 -1.06879 -4.93218 4.40 1.24 3.69
H -2.95645 0.71122 -4.43427 1.54 -1.09 -0.50
H -1.32546 -0.07502 -4.10760 -0.91 0.08 -1.12
Cs -3.68263 -0.48072 -6.36799 -17.55 -1.20 -9.48
Cl 4.14128 0.32012 4.94687 -0.65 -0.16 1.18
Al 4.17874 -2.72260 -3.86254 2.09 0.00 -2.29
F 6.07042 3.71067 6.92973 0.70 0.67 1.06
P 4.93304 4.41173 5.99032 0.12 -0.35 0.59
F 5.63574 3.33816 4.98156 -0.69 -0.65 -1.38
F 3.88181 4.01452 7.17930 0.27 -0.52 0.92
F 5.22782 5.76134 6.87031 -0.61 0.47 0.97
F 3.55036 4.12926 5.15813 -0.36 0.63 -1.18
F 5.25486 5.52453 4.82960 0.56 -0.09 -1.18
O -3.76709 4.55997 -8.02269 0.42 0.05 -0.60
H -3.38385 5.43306 -7.89921 -0.11 0.02 0.12
H -3.14631 3.96811 -7.58374 -0.44 0.03 0.41
F -4.87502 3.45736 -5.25022 0.43 -0.77 -0.10
C 0.40133 1.65126 9.73098 0.20 0.07 0.14
O 1.13561 0.92989 10.36214 -0.18 0.12 -0.28
N 0.54657 2.99815 9.59605 -0.43 -0.19 -0.14
C -0.38734 3.79597 8.83610 0.41 -0.03 0.16
C 1.67529 3.65321 10.23486 0.16 -0.33 0.15
H -0.48457 1.25883 9.19851 -0.14 0.09 -0.12
H 0.14461 4.29451 8.02119 -0.16 0.09 -0.05
H -0.83630 4.54920 9.49148 -0.12 0.08 -0.14
H -1.17761 3.17204 8.41677 0.06 -0.04 0.05
H 2.60181 3.22861 9.84546 0.05 0.13 0.12
H 1.63547 3.47336 11.31160 0.15 -0.02 -0.03
H 1.65239 4.72473 10.03850 -0.07 -0.08 -0.11
O 4.66401 0.83002 12.05494 -0.04 -0.06 0.16
Cl 3.64648 0.20447 12.87126 -0.18 0.12 -0.33
O 2.46821 1.04375 12.90542 0.21 -0.07 0.28
O 4.15263 0.02954 14.22147 0.05 -0.04 0.13
O 3.30670 -1.08863 12.31628 0.06 0.05 0.16
C -8.32141 3.35262 -8.22064 0.53 0.26 0.07
Cl -6.71424 4.07070 -8.29543 -0.24 -0.18 0.10
Cl -8.88919 2.90463 -9.83988 -0.13 -0.02 -0.04
Cl -8.31111 1.94414 -7.15399 -0.11 -0.02 0.00
H -9.00756 4.08543 -7.80966 0.00 -0.13 -0.05
C 1.34284 -5.62853 2.23438 -0.09 -0.47 0.73
O 1.31445 -4.94904 1.18705 0.22 0.16 -0.48
O 0.32500 -6.13909 2.79046 -0.28 0.18 -0.32
O 2.39676 -5.90119 2.88576 0.36 0.24 -0.31



12
Properties=species:S:1:pos:R:3:forces:R:3 method="wB97M-V/def2-TZVPD" e_tot_ha=-356.779496 smiles="N#CCO.N=C=N" de_lowest_kcal_mol=48.9 max_force_ev_per_a=1.1 e_lumo_ev=0.6 homo_lumo_gap_ev=11.1226
O 1.69736 2.34122 0.40085 0.11 0.12 -0.18
C 0.57993 1.49017 0.34912 -0.22 -0.18 0.04
C 0.92833 0.22484 -0.32953 0.33 -0.74 -0.53
N 1.27969 -0.70435 -0.92078 -0.29 0.89 0.52
N -0.64115 -2.84216 -0.08042 -0.38 0.50 0.13
C -1.28984 -1.82906 0.12073 0.03 -0.13 -0.01
N -1.89768 -0.81674 0.47322 0.21 -0.46 -0.08
H 2.08815 2.37980 -0.48193 -0.02 0.11 0.17
H -0.27966 1.93524 -0.17182 0.16 -0.08 0.05
H 0.27009 1.28352 1.37595 0.04 -0.04 -0.16
H 0.07763 -2.78791 -0.79688 -0.04 0.01 0.06
H -2.81285 -0.67458 0.06149 0.06 0.01 -0.02



20
Properties=species:S:1:pos:R:3:forces:R:3 method="wB97M-V/def2-TZVPD" e_tot_ha=-744.103138 smiles="C[P@@](N)(=O)c1ccccc1" de_lowest_kcal_mol=24.0 max_force_ev_per_a=5.0 e_lumo_ev=0.7 homo_lumo_gap_ev=10.2272
C -2.93623 0.51807 0.07430 3.05 -0.50 1.50
C -2.25329 -0.67960 0.34479 -0.13 2.31 -1.58
C -2.23039 1.70368 0.05520 0.35 -0.74 -1.38
C -0.91478 -0.63549 0.21371 3.26 -1.81 0.85
C -0.82677 1.76661 -0.09471 -3.76 -3.16 1.15
C -0.22030 0.53997 0.01331 1.53 0.76 -0.15
C 2.09709 -0.59623 -1.26891 3.49 1.67 2.01
N 2.07110 -0.19704 1.51580 -0.02 -0.55 -2.03
O 2.13753 1.89558 -0.02817 0.15 0.92 -0.18
P 1.58896 0.54276 0.06294 0.35 -1.32 0.37
H -3.94495 0.64521 0.05570 -2.83 -0.33 0.05
H -2.68508 -1.58595 0.46875 -1.72 -2.53 0.48
H -2.92906 2.48060 -0.02974 -0.06 1.88 -0.10
H -0.19511 -1.53898 0.37832 -1.87 1.26 -0.26
H -0.35305 2.64451 -0.17008 1.98 2.98 -0.35
H 3.16061 -0.96564 -1.00223 -1.38 0.95 -0.65
H 1.55034 -1.45388 -1.23232 -1.99 -2.24 -0.55
H 2.09516 0.00356 -2.16770 -0.11 -0.30 -0.38
H 2.18594 -1.20403 1.61637 -0.22 0.68 0.21
H 1.87135 0.36883 2.30259 -0.08 0.07 0.99